DFT (ωB97M-V/def2-TZVPD) results for C28H36AsF6N7O2RuSb as an isolated structure.

For the energy above the lowest of the compared OMol25 structures with the same formula, charge and spin, the calculation gives 12.2 kJ/mol. As for the highest occupied orbital energy (spin up / spin down): -0.651 / -0.679 Eh. The spin multiplicity is 6. The HOMO-LUMO gap (spin up / spin down) comes out at 6.344 / 5.359 eV. The charge is +4. The max |F| is 0.69 eV Å⁻¹.

```
82
Properties=species:S:1:pos:R:3:forces:R:3:mulliken_spin:R:1
Ru -1.372 1.614 -0.995 0.4 0.4 -0.2 3.0960
C 4.307 -8.431 6.618 0.0 0.1 0.0 0.0036
O 4.540 -6.983 6.531 0.0 -0.2 0.1 0.2124
C 3.867 -6.219 5.746 0.0 -0.1 0.0 0.1680
C 2.848 -6.685 4.849 0.1 0.1 0.1 0.1759
C 2.201 -5.777 4.071 0.0 0.1 0.0 -0.0357
C 2.518 -4.394 4.140 0.0 0.0 0.0 0.1538
C 3.531 -3.941 5.026 -0.1 0.0 -0.1 -0.0712
C 4.198 -4.824 5.810 0.0 -0.1 0.0 0.1319
C 1.831 -3.406 3.324 0.1 -0.1 0.0 0.0721
N 2.063 -2.109 3.400 -0.1 0.0 0.0 0.0947
C 1.239 -1.547 2.481 0.2 0.3 0.0 0.0139
C 0.492 -2.504 1.821 0.0 -0.2 -0.2 0.0586
N 0.882 -3.694 2.368 -0.1 0.0 0.1 0.0244
C -0.427 -2.182 0.762 0.0 -0.1 0.2 -0.0220
C -1.309 -3.065 0.118 0.0 -0.1 0.0 0.0338
C -2.158 -2.601 -0.859 0.0 0.0 0.0 -0.0128
C -2.123 -1.259 -1.210 0.2 0.0 0.1 -0.0128
N -1.293 -0.404 -0.607 0.0 -0.3 0.0 0.0133
C -0.468 -0.835 0.390 -0.2 0.1 -0.1 -0.0209
C 0.282 0.173 1.089 -0.1 0.2 -0.1 0.0534
N 0.080 1.457 0.705 0.1 0.1 0.0 0.1566
C 0.621 2.444 1.405 0.1 -0.1 0.0 0.0347
C 1.436 2.198 2.514 0.0 0.1 0.0 0.0097
C 1.689 0.900 2.887 0.1 -0.1 0.0 0.0052
C 1.101 -0.150 2.163 0.1 -0.1 0.2 -0.0192
H 4.978 -8.770 7.396 0.0 0.0 0.0 0.0000
H 4.561 -8.885 5.664 0.0 0.0 0.0 0.0024
H 3.271 -8.608 6.893 0.0 0.0 0.0 0.0018
H 2.604 -7.735 4.795 0.0 0.0 0.0 -0.0001
H 1.431 -6.138 3.401 0.0 0.0 0.0 -0.0064
H 3.759 -2.886 5.065 0.0 0.0 0.0 -0.0033
H 4.975 -4.516 6.497 0.0 0.0 0.0 -0.0051
H 0.515 -4.607 2.153 0.0 0.0 0.0 -0.0032
H -1.344 -4.110 0.401 0.0 0.0 0.0 0.0015
H -2.867 -3.256 -1.347 0.0 0.0 0.0 0.0000
H -2.779 -0.862 -1.971 0.0 0.0 0.0 0.0035
H 0.408 3.455 1.080 0.0 0.0 0.0 0.0006
H 1.848 3.032 3.065 0.0 0.0 0.0 0.0010
H 2.315 0.674 3.741 0.0 0.0 0.0 0.0008
C -2.541 5.978 0.109 0.0 -0.1 0.1 0.0052
As -2.410 5.001 -1.510 0.3 0.0 0.0 -0.0213
C -4.024 4.755 -2.486 0.0 -0.2 0.1 0.0143
C -1.188 5.907 -2.642 0.2 0.0 -0.1 0.0108
O -1.564 3.469 -1.207 -0.1 0.3 0.3 0.2664
H -3.081 6.896 -0.135 0.0 0.0 0.0 -0.0001
H -1.531 6.223 0.434 0.0 0.0 0.0 0.0002
H -3.083 5.414 0.862 0.0 0.0 0.0 -0.0007
H -4.090 5.608 -3.162 0.0 0.0 0.0 0.0021
H -4.870 4.731 -1.811 -0.1 0.0 0.1 0.0007
H -3.964 3.827 -3.050 0.0 0.0 -0.1 -0.0011
H -1.591 6.904 -2.833 0.0 0.0 0.0 -0.0007
H -1.086 5.372 -3.584 0.0 0.0 0.0 -0.0009
H -0.226 5.998 -2.142 0.0 0.0 0.0 0.0013
F -2.444 1.749 0.832 -0.1 -0.1 0.3 0.0617
Sb -4.439 1.555 0.553 0.5 0.3 -0.2 0.0043
F -4.245 3.387 0.263 0.0 0.7 -0.2 -0.0033
F -3.608 1.383 -1.271 0.0 0.0 -0.3 0.0788
F -6.086 1.532 -0.237 -0.4 -0.2 0.0 0.0008
F -4.076 -0.252 0.657 -0.1 -0.6 0.0 -0.0011
F -4.694 1.745 2.352 -0.2 0.0 0.4 0.0000
C 2.408 0.944 -4.112 0.0 0.1 0.0 -0.0006
N 1.263 1.588 -3.440 0.1 -0.1 0.1 0.0232
C 1.574 2.217 -2.167 0.0 0.1 -0.1 0.0079
C 0.009 1.362 -3.825 -0.3 0.0 0.2 -0.0219
N -1.029 1.361 -2.917 -0.1 -0.1 -0.2 0.1898
N -0.284 1.138 -5.101 -0.1 -0.1 -0.3 0.0382
C 0.487 1.743 -6.207 0.0 -0.1 0.1 -0.0016
C -1.527 0.469 -5.510 0.1 0.0 0.0 0.0027
H 3.025 0.478 -3.344 0.0 0.0 0.0 0.0005
H 3.013 1.667 -4.656 0.0 0.0 0.0 0.0007
H 2.058 0.172 -4.790 0.0 0.0 0.0 0.0009
H 2.533 2.726 -2.253 0.0 0.0 0.0 0.0094
H 1.663 1.480 -1.365 0.0 0.0 0.0 0.0116
H 0.837 2.981 -1.923 0.0 0.0 0.0 0.0027
H -1.927 1.361 -3.391 0.0 0.1 -0.1 0.0019
H 1.130 2.532 -5.830 0.0 0.0 0.0 0.0006
H -0.227 2.175 -6.905 0.0 0.0 0.0 0.0013
H 1.080 1.000 -6.735 0.0 0.0 0.0 0.0016
H -2.340 1.184 -5.655 0.0 0.0 0.0 0.0007
H -1.811 -0.294 -4.788 0.0 0.0 0.0 0.0010
H -1.347 -0.028 -6.460 0.0 0.0 0.0 0.0013
```
Forces are in eV/Å.